Entry 1:
ORCA calculation (ωB97M-V with the def2-TZVPD basis set) on a single C4H8N4O molecule in a non-equilibrium geometry.

Calculated values
ΔE to the lowest compared entry with this formula, charge and spin	153.2	kcal/mol
HOMO-LUMO gap	10.6872	eV
strongest force on any atom	0.0851	hartree/bohr
LUMO level	0.0265	Ha
SMILES	CCCN1N=NN2O[C@H]12
E_tot	-12279.795	eV

CARTESIAN COORDINATES (ANGSTROEM)
1 C 2.62 -0.29 -0.17
2 C 1.22 0.08 -0.67
3 C 0.30 -0.41 0.43
4 N -1.13 -0.15 0.12
5 N -1.97 -1.24 0.10
6 N -3.12 -0.96 0.30
7 N -3.43 0.34 0.33
8 O -2.85 1.11 -0.82
9 C -1.91 0.95 0.15
10 H 3.10 -1.12 -0.84
11 H 3.23 0.62 -0.20
12 H 2.61 -0.67 0.90
13 H 1.10 -0.11 -1.75
14 H 1.16 1.17 -0.62
15 H 0.31 -1.50 0.65
16 H 0.41 0.26 1.31
17 H -1.64 1.90 0.77

Entry 2:
ORCA calculation (ωB97M-V with the def2-TZVPD basis set) on 9 unconnected molecules or ions with the total composition C21H51BClN8O22S.

Calculated values
HOMO-LUMO gap	6.3961	eV
strongest force on any atom	0.0179	hartree/bohr
total charge	-1
LUMO level	0.0341	Ha
E_tot	-103585.010	eV

CARTESIAN COORDINATES (ANGSTROEM)
1 C 0.69 0.14 0.01
2 C -0.49 1.15 -0.12
3 C -0.65 1.97 1.16
4 C 0.54 2.93 1.30
5 C -1.98 2.71 1.28
6 S -1.83 3.61 2.96
7 O -2.18 3.69 0.32
8 B -3.57 4.16 0.60
9 Cl -4.34 4.54 -1.17
10 O -4.23 3.03 1.26
11 C -3.33 1.92 1.20
12 C -3.51 0.97 2.38
13 C -3.09 -0.49 2.12
14 C -2.56 -1.20 3.38
15 O -3.20 -2.45 3.64
16 C -3.63 1.29 -0.20
17 O -4.98 1.44 -0.60
18 C -5.83 0.43 -0.21
19 O -6.17 0.45 1.16
20 C -7.41 1.03 1.46
21 C -7.79 0.68 2.89
22 O -6.81 1.17 3.80
23 H 1.55 0.45 -0.58
24 H 1.01 0.08 1.05
25 H 0.38 -0.84 -0.34
26 H -1.37 0.57 -0.34
27 H -0.32 1.80 -0.97
28 H -0.62 1.27 2.00
29 H 0.28 3.93 0.96
30 H 1.39 2.58 0.70
31 H 0.88 2.98 2.33
32 H -3.03 3.35 3.48
33 H -3.67 5.21 1.18
34 H -4.55 0.97 2.71
35 H -2.93 1.32 3.24
36 H -2.31 -0.54 1.36
37 H -3.93 -1.08 1.75
38 H -1.50 -1.42 3.28
39 H -2.67 -0.56 4.26
40 H -4.11 -2.41 3.33
41 H -3.02 1.79 -0.94
42 H -3.40 0.22 -0.25
43 H -5.41 -0.56 -0.42
44 H -6.74 0.56 -0.81
45 H -7.37 2.12 1.37
46 H -8.20 0.63 0.82
47 H -8.75 1.15 3.09
48 H -7.88 -0.40 3.00
49 H -7.25 1.68 4.48
50 C 3.56 -3.22 -2.70
51 N 2.59 -2.44 -1.90
52 O 2.27 -2.88 -0.81
53 O 2.20 -1.39 -2.37
54 H 3.83 -4.11 -2.14
55 H 3.09 -3.48 -3.64
56 H 4.42 -2.58 -2.86
57 C -3.81 6.66 -3.71
58 N -2.92 7.43 -4.63
59 O -1.73 7.22 -4.60
60 O -3.46 8.24 -5.38
61 H -3.21 5.99 -3.11
62 H -4.33 7.38 -3.09
63 H -4.51 6.12 -4.33
64 C 7.58 -2.99 0.05
65 N 6.80 -2.88 -1.20
66 O 6.44 -3.89 -1.77
67 O 6.54 -1.76 -1.59
68 H 7.73 -4.04 0.29
69 H 8.52 -2.47 -0.11
70 H 7.00 -2.49 0.82
71 C 6.37 1.26 -0.19
72 N 7.29 0.71 0.85
73 O 8.34 0.23 0.48
74 O 6.92 0.77 2.00
75 H 6.83 1.12 -1.16
76 H 5.43 0.71 -0.11
77 H 6.21 2.31 0.04
78 C -1.59 -5.09 2.55
79 N -1.19 -6.41 2.00
80 O -0.45 -7.11 2.66
81 O -1.64 -6.72 0.91
82 H -1.12 -4.96 3.51
83 H -1.27 -4.33 1.85
84 H -2.67 -5.09 2.64
85 C 5.26 -1.54 4.16
86 N 5.06 -2.86 3.49
87 O 5.65 -3.06 2.44
88 O 4.32 -3.65 4.03
89 H 5.93 -0.95 3.56
90 H 4.28 -1.08 4.24
91 H 5.66 -1.75 5.14
92 C 8.06 -3.30 -4.51
93 N 8.31 -3.12 -5.97
94 O 7.35 -2.97 -6.69
95 O 9.47 -3.15 -6.33
96 H 7.00 -3.26 -4.33
97 H 8.47 -4.27 -4.23
98 H 8.58 -2.50 -4.00
99 C -3.23 0.36 -4.54
100 N -2.22 0.73 -3.51
101 O -1.74 1.84 -3.56
102 O -1.95 -0.11 -2.68
103 H -3.36 1.21 -5.20
104 H -2.85 -0.51 -5.07
105 H -4.15 0.12 -4.01

Entry 3:
ORCA calculation (ωB97M-V with the def2-TZVPD basis set) on a molecular structure, C42H98O21 in a non-equilibrium geometry.

Calculated values
ΔE to the lowest compared entry with this formula, charge and spin	597.2	kcal/mol
HOMO-LUMO gap	8.9824	eV
strongest force on any atom	0.1132	hartree/bohr
LUMO level	0.0218	Ha
E_tot	-88108.872	eV

CARTESIAN COORDINATES (ANGSTROEM)
1 C -8.01 1.71 -21.54
2 O -8.38 1.26 -22.77
3 C -9.78 0.92 -22.94
4 C -10.00 0.25 -24.37
5 O -9.44 -1.05 -24.48
6 C -9.29 -1.58 -25.74
7 C -10.68 -1.80 -26.54
8 O -11.50 -2.86 -26.05
9 C -12.78 -3.09 -26.66
10 H -8.50 1.08 -20.80
11 H -8.27 2.77 -21.49
12 H -6.93 1.70 -21.39
13 H -10.22 1.90 -22.76
14 H -10.17 0.17 -22.27
15 H -9.49 0.88 -25.11
16 H -11.07 0.11 -24.54
17 H -8.75 -2.51 -25.57
18 H -8.59 -1.03 -26.38
19 H -10.45 -1.99 -27.59
20 H -11.26 -0.90 -26.37
21 H -12.56 -3.20 -27.73
22 H -13.57 -2.41 -26.34
23 H -13.28 -4.04 -26.45
24 C -17.91 -1.66 -18.62
25 O -16.83 -1.43 -17.68
26 C -17.04 -0.35 -16.77
27 C -15.95 -0.30 -15.64
28 O -14.64 0.05 -16.18
29 C -13.52 -0.08 -15.19
30 C -12.12 -0.23 -15.92
31 O -11.86 -1.49 -16.50
32 C -12.59 -1.59 -17.69
33 H -17.62 -2.22 -19.51
34 H -18.34 -0.79 -19.10
35 H -18.73 -2.29 -18.28
36 H -18.00 -0.52 -16.30
37 H -17.18 0.60 -17.29
38 H -16.00 -1.22 -15.05
39 H -16.45 0.37 -14.94
40 H -13.82 -0.99 -14.66
41 H -13.52 0.67 -14.40
42 H -11.31 -0.25 -15.20
43 H -11.94 0.63 -16.56
44 H -12.13 -2.23 -18.45
45 H -12.65 -0.59 -18.10
46 H -13.55 -2.01 -17.38
47 C -13.00 -7.54 -26.63
48 O -12.57 -7.20 -25.29
49 C -11.99 -5.89 -25.14
50 C -10.43 -5.95 -25.00
51 O -10.00 -6.90 -24.01
52 C -9.46 -8.12 -24.52
53 C -9.60 -9.24 -23.48
54 O -9.77 -10.51 -24.14
55 C -9.36 -11.62 -23.30
56 H -13.27 -6.61 -27.13
57 H -13.89 -8.13 -26.41
58 H -12.20 -8.04 -27.18
59 H -12.39 -5.46 -24.22
60 H -12.23 -5.13 -25.89
61 H -10.27 -4.94 -24.62
62 H -10.02 -6.20 -25.98
63 H -8.47 -7.95 -24.96
64 H -10.06 -8.51 -25.34
65 H -10.49 -8.88 -22.95
66 H -8.86 -9.19 -22.69
67 H -8.31 -11.88 -23.44
68 H -9.78 -12.50 -23.79
69 H -9.63 -11.53 -22.25
70 C -9.68 -2.97 -23.79
71 O -10.54 -4.12 -23.40
72 C -10.77 -4.33 -21.97
73 C -11.20 -5.74 -21.88
74 O -11.71 -6.12 -20.65
75 C -13.05 -6.62 -20.77
76 C -13.63 -6.93 -19.42
77 O -14.23 -5.78 -18.91
78 C -15.28 -6.01 -17.89
79 H -9.82 -2.82 -24.86
80 H -8.64 -3.30 -23.73
81 H -9.94 -2.08 -23.21
82 H -11.45 -3.61 -21.53
83 H -9.82 -4.26 -21.44
84 H -10.37 -6.41 -22.09
85 H -11.94 -5.91 -22.67
86 H -13.11 -7.54 -21.35
87 H -13.70 -5.91 -21.26
88 H -12.84 -7.33 -18.79
89 H -14.37 -7.72 -19.51
90 H -16.22 -6.44 -18.20
91 H -15.54 -4.99 -17.62
92 H -15.11 -6.54 -16.95
93 C -12.77 -3.59 -24.24
94 O -13.58 -2.50 -24.76
95 C -13.24 -1.21 -24.17
96 C -13.42 -1.10 -22.57
97 O -14.86 -1.06 -22.32
98 C -15.27 -0.76 -21.00
99 C -14.93 -1.74 -19.84
100 O -13.53 -2.08 -19.91
101 C -13.17 -3.36 -19.54
102 H -13.25 -3.86 -23.30
103 H -11.71 -3.37 -24.16
104 H -12.94 -4.42 -24.93
105 H -13.82 -0.56 -24.82
106 H -12.22 -0.96 -24.47
107 H -13.03 -0.23 -22.05
108 H -12.90 -2.01 -22.25
109 H -16.36 -0.67 -20.97
110 H -14.93 0.25 -20.78
111 H -15.67 -2.54 -19.81
112 H -15.02 -1.19 -18.91
113 H -13.85 -4.12 -19.92
114 H -13.35 -3.44 -18.47
115 H -12.17 -3.75 -19.73
116 C -13.60 2.38 -24.69
117 O -14.76 1.86 -25.43
118 C -15.26 0.61 -25.10
119 C -16.34 0.09 -26.02
120 O -17.68 0.69 -26.03
121 C -17.66 2.03 -26.32
122 C -17.04 2.45 -27.75
123 O -17.72 2.20 -28.96
124 C -17.73 0.90 -29.50
125 H -12.98 2.98 -25.36
126 H -12.98 1.57 -24.29
127 H -13.78 2.87 -23.73
128 H -15.67 0.67 -24.09
129 H -14.48 -0.15 -25.13
130 H -16.38 -0.98 -25.80
131 H -15.96 0.23 -27.03
132 H -16.98 2.58 -25.68
133 H -18.66 2.48 -26.32
134 H -16.06 2.00 -27.80
135 H -16.72 3.49 -27.71
136 H -16.96 0.85 -30.28
137 H -18.62 0.91 -30.12
138 H -17.73 0.02 -28.85
139 C -15.78 2.00 -21.78
140 O -14.35 1.63 -21.79
141 C -13.73 1.88 -20.52
142 C -12.28 1.33 -20.59
143 O -11.58 1.06 -19.41
144 C -10.89 -0.20 -19.50
145 C -9.71 -0.30 -18.48
146 O -8.69 0.44 -19.10
147 C -7.52 0.67 -18.24
148 H -16.31 1.55 -22.62
149 H -15.77 3.07 -22.02
150 H -16.25 1.79 -20.82
151 H -14.28 1.27 -19.81
152 H -13.71 2.94 -20.29
153 H -11.68 1.93 -21.27
154 H -12.37 0.41 -21.17
155 H -10.58 -0.42 -20.52
156 H -11.62 -0.98 -19.28
157 H -9.57 -1.38 -18.41
158 H -10.02 0.25 -17.59
159 H -7.19 -0.18 -17.64
160 H -7.74 1.47 -17.52
161 H -6.58 0.87 -18.76

Entry 4:
ORCA calculation (ωB97M-V with the def2-TZVPD basis set) on a single C5H10N2O molecule in a non-equilibrium geometry.

Calculated values
ΔE to the lowest compared entry with this formula, charge and spin	32.8	kcal/mol
HOMO-LUMO gap	9.9595	eV
strongest force on any atom	0.0652	hartree/bohr
LUMO level	0.0275	Ha
SMILES	C=CC[C@H](N)C(N)=O
E_tot	-10373.882	eV

CARTESIAN COORDINATES (ANGSTROEM)
1 C 0.06 1.09 2.45
2 C -0.63 1.00 1.34
3 C 0.07 0.94 -0.01
4 C 0.76 -0.37 -0.35
5 N 1.39 -0.31 -1.63
6 C -0.36 -1.44 -0.38
7 N -1.29 -1.50 -1.35
8 O -0.23 -2.35 0.42
9 H -0.37 1.24 3.47
10 H 1.13 1.16 2.38
11 H -1.71 1.15 1.39
12 H -0.53 1.22 -0.93
13 H 0.93 1.71 0.15
14 H 1.50 -0.67 0.43
15 H 1.80 0.61 -1.73
16 H 0.89 -0.63 -2.43
17 H -1.37 -0.70 -2.04
18 H -2.05 -2.15 -1.19

Entry 5:
ORCA calculation (ωB97M-V with the def2-TZVPD basis set) on 2 unconnected molecules or ions with the total composition C4H5N3O3 in a non-equilibrium geometry.

Calculated values
ΔE to the lowest compared entry with this formula, charge and spin	113.6	kcal/mol
HOMO-LUMO gap	8.2953	eV
strongest force on any atom	0.0757	hartree/bohr
LUMO level	0.0233	Ha
SMILES	[H]/N=C\N1C=CON1.O=C=O
E_tot	-14837.864	eV

CARTESIAN COORDINATES (ANGSTROEM)
1 H 2.12 -1.26 -0.41
2 N 1.61 -1.06 -1.21
3 C 0.59 -0.32 -1.15
4 N 0.18 0.56 -0.19
5 C -1.04 1.22 -0.29
6 C -1.14 2.01 0.76
7 O -0.04 1.93 1.55
8 N 0.84 1.02 1.00
9 H -0.03 -0.16 -2.09
10 H -1.64 1.13 -1.12
11 H -2.05 2.66 1.09
12 H 1.59 1.72 0.62
13 O -0.20 -2.51 1.42
14 C -0.31 -3.14 0.46
15 O -0.50 -3.79 -0.44

Entry 6:
ORCA calculation (ωB97M-V with the def2-TZVPD basis set) on 2 unconnected molecules or ions with the total composition C3H10N3O2 in a non-equilibrium geometry.

Calculated values
ΔE to the lowest compared entry with this formula, charge and spin	154.8	kcal/mol
HOMO-LUMO gap	9.5923	eV
strongest force on any atom	0.1024	hartree/bohr
total charge	+1
LUMO level	-0.1849	Ha
E_tot	-11827.521	eV

CARTESIAN COORDINATES (ANGSTROEM)
1 C 1.82 0.25 0.18
2 C -1.42 0.38 1.60
3 C -1.40 -0.96 -1.73
4 N 3.11 0.76 0.14
5 N 0.62 0.72 -0.10
6 N -0.94 -0.40 0.48
7 O 1.90 -0.97 0.66
8 O -1.65 -0.23 -0.56
9 H -1.02 0.08 2.45
10 H -1.24 1.38 1.33
11 H -2.46 0.20 1.51
12 H -0.92 -0.39 -2.55
13 H -2.36 -1.50 -2.17
14 H -0.61 -1.80 -1.70
15 H 3.23 1.48 -0.52
16 H 3.83 0.05 0.19
17 H 0.41 1.48 -0.68
18 H 1.03 -1.19 1.04

Entry 7:
ORCA calculation (ωB97M-V with the def2-TZVPD basis set) on a single C4H9N3 molecule in a non-equilibrium geometry.

Calculated values
ΔE to the lowest compared entry with this formula, charge and spin	28.6	kcal/mol
HOMO-LUMO gap	8.8884	eV
strongest force on any atom	0.0333	hartree/bohr
LUMO level	0.0308	Ha
SMILES	[H]/N=C(\N)N(C)C=C
E_tot	-8763.285	eV

CARTESIAN COORDINATES (ANGSTROEM)
1 H 0.83 1.69 2.00
2 N 0.16 1.25 1.37
3 C 0.71 0.56 0.44
4 N 2.05 0.59 0.10
5 N -0.10 -0.26 -0.30
6 C 0.35 -0.78 -1.57
7 C -1.47 -0.39 0.07
8 C -2.06 -0.33 1.25
9 H 2.31 0.46 -0.88
10 H 2.58 1.31 0.56
11 H 0.65 0.01 -2.26
12 H -0.48 -1.31 -2.04
13 H 1.19 -1.47 -1.44
14 H -2.02 -0.83 -0.75
15 H -3.08 -0.66 1.35
16 H -1.59 0.14 2.09

Entry 8:
ORCA calculation (ωB97M-V with the def2-TZVPD basis set) on 2 unconnected molecules or ions with the total composition C2H9N2 in a non-equilibrium geometry.

Calculated values
ΔE to the lowest compared entry with this formula, charge and spin	5.3	kcal/mol
HOMO-LUMO gap (spin up / spin down)	6.1833 / 10.2625	eV
strongest force on any atom	0.0473	hartree/bohr
multiplicity	2
LUMO level (spin up / spin down)	0.0331 / 0.0323	Ha
⟨S²⟩	0.753
E_tot	-5198.070	eV

CARTESIAN COORDINATES (ANGSTROEM)
1 N -1.84 -0.34 1.42
2 H -2.67 -0.84 1.12
3 H -1.43 -0.64 2.29
4 H -2.13 0.62 1.59
5 H -0.32 0.47 0.18
6 C 0.56 -0.64 -1.51
7 C 1.60 0.99 0.05
8 N 0.50 0.34 -0.40
9 H 0.45 -1.61 -1.02
10 H -0.23 -0.39 -2.21
11 H 1.53 -0.47 -1.96
12 H 1.52 1.38 1.06
13 H 2.44 1.14 -0.61

Entry 9:
ORCA calculation (ωB97M-V with the def2-TZVPD basis set) on a single C5H5NO2 molecule in a non-equilibrium geometry.

Calculated values
ΔE to the lowest compared entry with this formula, charge and spin	120.1	kcal/mol
HOMO-LUMO gap	9.9573	eV
strongest force on any atom	0.1060	hartree/bohr
LUMO level	0.0289	Ha
SMILES	Cc1onc2c1OC2
E_tot	-10846.108	eV

CARTESIAN COORDINATES (ANGSTROEM)
1 C -2.26 -0.66 0.01
2 C -0.89 -0.09 -0.11
3 O -1.00 1.30 -0.02
4 N 0.24 1.92 0.00
5 C 1.00 0.88 0.04
6 C 0.42 -0.31 -0.03
7 O 1.58 -1.10 0.03
8 C 2.45 0.11 -0.04
9 H -2.30 -1.54 -0.68
10 H -3.14 0.00 -0.18
11 H -2.22 -1.04 1.08
12 H 3.05 0.16 -0.96
13 H 3.09 0.36 0.85

Entry 10:
ORCA calculation (ωB97M-V with the def2-TZVPD basis set) on a molecular structure, C46H48N3OPTl in a non-equilibrium geometry.

Calculated values
ΔE to the lowest compared entry with this formula, charge and spin	75.2	kcal/mol
HOMO-LUMO gap (spin up / spin down)	4.3488 / 4.3470	eV
strongest force on any atom	0.0869	hartree/bohr
total charge	-1
LUMO level (spin up / spin down)	0.0714 / 0.0714	Ha
E_tot	-68975.981	eV

CARTESIAN COORDINATES (ANGSTROEM)
1 Tl 0.62 1.14 2.43
2 N 0.62 3.03 -0.22
3 N 1.37 0.79 -2.55
4 C -0.99 -2.25 0.35
5 C -1.70 -1.56 -0.66
6 C -2.39 -0.47 -0.05
7 C -3.22 0.53 -0.73
8 H -3.41 0.24 -1.77
9 H -2.73 1.52 -0.73
10 H -4.19 0.65 -0.23
11 C -2.10 -0.50 1.34
12 C -2.66 0.42 2.35
13 H -3.64 0.06 2.72
14 H -2.84 1.41 1.91
15 H -2.02 0.54 3.24
16 C -1.25 -1.61 1.59
17 C -0.74 -2.03 2.90
18 H -0.32 -1.20 3.49
19 H 0.05 -2.79 2.79
20 H -1.54 -2.48 3.52
21 C -1.66 -1.84 -2.10
22 H -2.60 -1.56 -2.59
23 H -1.47 -2.91 -2.29
24 H -0.82 -1.27 -2.55
25 C -0.13 -3.43 0.15
26 H 0.92 -3.15 0.01
27 H -0.43 -4.00 -0.74
28 H -0.18 -4.11 1.02
29 C 0.92 4.15 0.50
30 H 0.53 4.18 1.51
31 C 1.61 5.19 -0.11
32 H 1.80 6.10 0.46
33 C 2.02 5.06 -1.44
34 H 2.60 5.85 -1.93
35 C 1.65 3.96 -2.18
36 H 1.89 3.84 -3.24
37 C 0.90 2.92 -1.57
38 C 0.45 1.73 -2.18
39 H -0.55 1.37 -2.02
40 C 1.21 -0.59 -2.46
41 C 2.73 1.07 -2.84
42 H 3.11 2.04 -3.09
43 C 3.42 -0.06 -2.63
44 H 4.47 -0.26 -2.68
45 N 2.48 -1.05 -2.27
46 C 2.81 -2.38 -1.86
47 C 2.26 -3.45 -2.58
48 C 2.50 -4.76 -2.15
49 H 2.03 -5.57 -2.72
50 C 3.33 -5.03 -1.06
51 C 3.55 -6.45 -0.62
52 H 3.01 -6.66 0.31
53 H 4.61 -6.66 -0.42
54 H 3.20 -7.16 -1.37
55 C 3.92 -3.95 -0.40
56 H 4.60 -4.15 0.45
57 C 3.67 -2.62 -0.77
58 C 4.26 -1.51 0.03
59 H 4.82 -0.80 -0.59
60 H 4.96 -1.94 0.76
61 H 3.51 -0.95 0.60
62 C 1.44 -3.15 -3.78
63 H 2.00 -2.55 -4.52
64 H 0.52 -2.60 -3.53
65 H 1.16 -4.10 -4.25
66 O -0.13 2.04 0.27
67 P -3.17 4.75 1.17
68 C -4.59 3.66 0.78
69 C -5.22 2.83 1.73
70 C -6.32 2.05 1.35
71 C -6.78 2.07 0.03
72 C -6.15 2.89 -0.92
73 C -5.07 3.69 -0.55
74 C -2.76 4.42 2.93
75 C -3.41 5.01 4.02
76 C -2.97 4.74 5.32
77 C -1.86 3.92 5.54
78 C -1.19 3.35 4.45
79 C -1.64 3.60 3.16
80 C -4.00 6.37 1.24
81 C -3.29 7.49 0.76
82 C -3.92 8.73 0.71
83 C -5.24 8.87 1.15
84 C -5.93 7.77 1.67
85 C -5.31 6.52 1.71
86 H -4.87 2.80 2.76
87 H -6.82 1.43 2.09
88 H -7.63 1.45 -0.27
89 H -6.51 2.92 -1.95
90 H -4.60 4.35 -1.27
91 H -4.24 5.69 3.86
92 H -3.49 5.19 6.16
93 H -1.51 3.72 6.55
94 H -0.31 2.73 4.64
95 H -1.13 3.19 2.27
96 H -2.26 7.36 0.42
97 H -3.37 9.59 0.32
98 H -5.73 9.84 1.09
99 H -6.94 7.88 2.04
100 H -5.86 5.67 2.11